ORCA calculation (the ωB97M-V functional and the def2-TZVPD basis) on a molecular structure, C25H27BN8OSm.

Summary:
energy relative to the best compared isomer or geometry (same formula, charge and spin)	0.0	kJ/mol
multiplicity	6
total charge	+1
E_LUMO (alpha / beta)	-2.24 / -1.90	eV
HOMO (alpha / beta)	-11.340 / -11.345	eV

Cartesian coordinates (Å):
Sm (0.36126, -0.33029, 2.18889)
C (-2.57761, 2.20238, 4.80134)
C (-1.46681, 1.36135, 4.78718)
N (-1.19663, 0.95450, 3.55035)
N (-2.13210, 1.52502, 2.74229)
C (-2.96811, 2.27052, 3.47975)
B (-2.17464, 1.25378, 1.22397)
N (-2.44735, -0.27574, 0.97795)
C (-3.47479, -0.80113, 0.29545)
C (-3.48495, -2.16971, 0.47262)
C (-2.39829, -2.41307, 1.31044)
N (-1.77875, -1.27972, 1.62258)
N (-0.83621, 1.78232, 0.57114)
C (-0.73641, 2.38440, -0.62575)
C (0.53804, 2.88928, -0.77663)
C (1.17970, 2.55363, 0.42022)
N (0.35958, 1.89833, 1.22971)
H (-3.03214, 2.68588, 5.64629)
H (-0.84485, 1.02968, 5.60276)
H (-3.77783, 2.79635, 3.00287)
H (-3.08566, 1.84528, 0.71921)
H (-4.13817, -0.15160, -0.25065)
H (-4.18799, -2.87997, 0.07674)
H (-2.03285, -3.34794, 1.70496)
H (-1.60268, 2.43729, -1.26433)
H (0.93024, 3.45351, -1.60370)
H (2.18804, 2.75871, 0.74381)
C (2.89729, -0.87965, 2.68118)
C (2.40902, -0.27608, 3.85390)
C (1.46884, -1.15249, 4.43662)
C (1.39133, -2.30615, 3.62854)
C (2.26333, -2.13213, 2.53681)
H (3.64844, -0.46706, 2.02408)
H (2.70757, 0.68456, 4.24936)
H (0.93099, -0.98649, 5.35839)
H (0.78237, -3.17684, 3.82543)
H (2.42614, -2.83782, 1.73545)
C (2.16811, -0.65585, -4.52082)
N (2.11196, -0.11575, -3.16228)
N (1.13336, -0.58056, -2.29491)
C (1.58746, -0.48142, -1.01766)
O (0.84946, -0.72199, -0.02291)
C (2.93650, -0.04172, -1.08968)
C (3.21819, 0.14323, -2.41456)
C (4.50280, 0.50365, -3.07302)
C (-0.23405, -0.66329, -2.70394)
C (-0.95484, -1.79504, -2.36736)
C (-2.27994, -1.88360, -2.77017)
C (-2.85866, -0.86188, -3.50856)
C (-2.11815, 0.26800, -3.83785)
C (-0.79920, 0.37723, -3.42638)
H (1.15434, -0.84625, -4.86028)
H (2.74048, -1.58372, -4.55129)
H (2.61790, 0.09657, -5.16216)
H (3.58650, 0.14463, -0.25490)
H (5.22372, 0.82081, -2.32312)
H (4.37498, 1.31430, -3.78985)
H (4.92503, -0.35357, -3.59973)
H (-0.47851, -2.58689, -1.80640)
H (-2.85511, -2.76205, -2.51238)
H (-3.88697, -0.95060, -3.83063)
H (-2.56838, 1.06258, -4.41732)
H (-0.20431, 1.25032, -3.66101)

Results of the Löwdin charge analysis, in e, for atoms 1 through 2:
1 Sm 1.7730
2 C -0.0338